Density functional theory data (ωB97M-V with the def2-TZVPD basis set) for a molecular structure, C30H43BrEuIN8O5S.

Last column: Löwdin spin population.
Atoms and positions in Å:
Eu1 10.5023 17.4184 17.4024  7.02
N1 11.5445 16.7405 19.6011  -0.01
C1 12.9696 16.4372 19.6161  0.00
C2 13.8447 16.9742 18.4613  0.00
N2 13.2566 16.7249 17.0975  0.00
C3 13.2454 15.2672 16.6660  0.00
C4 12.3230 15.0827 15.4478  0.00
N3 11.0612 15.8407 15.5585  0.00
C5 13.9246 17.6342 16.1718  0.00
C6 13.2590 19.0108 16.0956  0.00
N4 11.7958 18.9628 15.6989  0.00
H1 11.3461 17.5364 20.2446  0.00
H2 11.0573 16.0093 20.1175  0.00
H3 13.1027 15.3235 19.6553  0.00
H4 13.4555 16.8332 20.5410  0.00
H5 14.7705 16.4299 18.5076  0.00
H6 14.0816 18.0343 18.6466  0.00
H7 12.9068 14.6230 17.5469  0.00
H8 14.2665 14.9469 16.4331  0.00
H9 12.2684 13.9914 15.2767  0.00
H10 12.8633 15.3996 14.5636  0.00
H11 10.2679 15.1913 15.3226  0.00
H12 10.9510 16.4728 14.7712  0.00
H13 14.1126 17.2650 15.1792  0.00
H14 14.9708 17.7071 16.4686  0.00
H15 13.7904 19.5888 15.3358  0.00
H16 13.3266 19.5532 17.0125  0.00
H17 11.6088 18.5846 14.7361  0.00
H18 11.3034 19.7961 15.8790  0.00
O1 10.0756 19.4847 18.6523  -0.01
C7 9.3239 20.4878 18.5044  0.00
C8 8.5963 20.8968 17.3574  0.00
C9 7.9202 22.1444 17.2918  0.00
C10 7.4213 22.6516 16.1065  0.00
C11 7.4560 21.8539 14.9387  0.00
C12 7.9113 20.5624 14.9964  0.00
C13 8.4031 20.0319 16.2241  0.00
O2 8.6957 18.7560 16.3633  -0.01
N5 6.9205 24.0021 16.0844  0.00
O3 6.9929 24.6611 17.1488  0.00
O4 6.5107 24.4392 14.9696  0.00
H19 9.2626 21.2140 19.2734  0.00
H20 7.8511 22.8020 18.1721  0.00
H21 6.9367 22.3174 14.1070  0.00
H22 7.8250 19.8658 14.1438  0.00
C14 9.6353 8.8830 20.3590  0.00
C15 9.9756 9.1866 18.9143  0.00
C16 8.9381 9.9567 17.9855  0.00
N6 7.7626 10.4558 18.7004  0.00
C17 7.6431 11.6595 19.2708  0.00
S1 8.7012 12.9640 18.9644  0.00
N7 6.7723 11.7866 20.2882  0.00
C18 6.2119 10.6541 20.9037  0.00
O5 6.1357 9.5826 20.2841  0.00
C19 5.8222 10.7918 22.3178  0.00
C20 5.6236 11.9865 22.9873  0.00
C21 5.4002 11.9439 24.3833  0.00
C22 5.4365 10.7669 25.1053  0.00
C23 5.5073 9.5444 24.3850  0.00
C24 5.8517 9.5560 23.0560  0.00
H23 10.4459 8.3634 20.8079  0.00
H24 8.7753 8.2325 20.5149  0.00
H25 9.4420 9.8473 20.9367  0.00
H26 10.1217 8.1475 18.4347  0.00
H27 11.0028 9.6642 18.9178  0.00
H28 8.5735 9.2561 17.2120  0.00
H29 9.4706 10.8444 17.5540  0.00
H30 6.9541 9.9025 18.9589  0.00
H31 6.7655 12.7282 20.6728  0.00
H32 5.5996 12.9568 22.5147  0.00
H33 5.3408 12.9042 24.8996  0.00
H34 5.2931 10.7106 26.1661  0.00
H35 5.2909 8.5780 24.8358  0.00
H36 6.0707 8.6746 22.4794  0.00
N8 8.6011 16.1633 18.4100  -0.01
H37 8.5555 16.3128 19.4262  0.00
H38 8.4140 15.1276 18.3247  0.00
H39 7.7380 16.6132 18.0885  0.00
Br1 10.4128 17.0770 8.9468  0.00
C25 8.6688 16.4412 9.2845  0.00
C26 7.7146 16.3337 8.2457  0.00
C27 6.5251 15.6438 8.3891  0.00
C28 6.1331 15.2155 9.7031  0.00
C29 6.9577 15.4127 10.7641  0.00
C30 8.2778 15.9723 10.5342  0.00
I1 9.5231 16.1566 12.2501  0.00
H40 7.9748 16.7297 7.2233  0.00
H41 5.8976 15.4821 7.5131  0.00
H42 5.1749 14.8179 9.8323  0.00
H43 6.6931 15.1946 11.7413  0.00

Its charge is +1. Its highest occupied orbital energy (alpha / beta) is -8.72 / -10.31 eV. As for the energy above the lowest of the compared OMol25 structures with the same formula, charge and spin: 219.4 kJ/mol. Its expectation value of S² is 15.759. Its HOMO-LUMO gap (alpha / beta) is 6.42 / 8.02 eV. As for the spin multiplicity: 8.


Density functional theory data (ωB97M-V with the def2-TZVPD basis set) for 2 unconnected molecules or ions with the total composition C5H12O2.

Last column: natural (NBO) charge in e.
Atoms and positions in Å:
C1 2.0795 0.1379 1.2127  -0.60
C2 0.6943 0.7771 1.0513  -0.41
C3 0.0820 0.7356 -0.3521  -0.51
C4 -1.3030 0.2002 -0.5321  0.63
C5 -1.7186 -0.0154 -1.9657  -0.73
O1 -2.0784 0.0178 0.3909  -0.61
H1 2.0610 -0.9506 1.0983  0.20
H2 2.7912 0.5220 0.4732  0.20
H3 2.4920 0.3599 2.2052  0.21
H4 -0.0147 0.3506 1.7690  0.22
H5 0.7842 1.8317 1.3149  0.21
H6 0.7668 0.3330 -1.1060  0.23
H7 -0.2183 1.7524 -0.6773  0.23
H8 -1.6681 -1.0962 -2.1302  0.25
H9 -2.7471 0.3161 -2.1174  0.24
H10 -1.0529 0.4727 -2.6837  0.22
O2 -0.2251 -2.0716 0.3268  -0.95
H11 0.3092 -2.0640 1.1291  0.47
H12 -1.0339 -1.6094 0.5933  0.49

Its highest occupied orbital energy is -9.80 eV. As for the energy above the lowest of the compared OMol25 structures with the same formula, charge and spin: 70.0 kJ/mol. Its HOMO-LUMO gap is 10.71 eV. The SMILES is CCCC(C)=O.O.


Density functional theory data (ωB97M-V with the def2-TZVPD basis set) for 2 unconnected molecules or ions with the total composition C6H10N2O2S.

Last column: natural (NBO) charge in e.
Atoms and positions in Å:
H1 2.3560 -1.1515 2.2027  0.36
N1 2.3056 -0.3695 1.6290  -0.66
C1 2.8319 -0.4272 0.4852  0.45
O1 3.4448 -1.5055 0.0226  -0.66
C2 2.5909 0.6948 -0.4499  -0.04
C3 1.6177 1.7646 -0.0654  -0.73
S1 3.3165 0.6436 -2.0295  -0.03
H2 3.3752 -1.4127 -0.9627  0.50
H3 0.7248 1.8576 -0.8381  0.26
H4 2.1433 2.7946 -0.2774  0.26
H5 1.3540 1.4485 0.9320  0.27
C4 -2.4408 -2.0621 1.4401  -0.61
C5 -2.2114 -1.0598 0.3531  -0.21
N2 -0.9451 -1.0372 -0.2318  -0.55
C6 -0.0043 -1.7026 -0.6233  0.86
O2 0.8210 -2.4028 -1.0729  -0.54
H6 -1.5731 -1.9372 2.1504  0.21
H7 -3.3227 -1.7836 1.9013  0.22
H8 -2.2786 -3.0845 1.0646  0.22
H9 -2.8130 -1.1906 -0.5628  0.20
H10 -2.3821 -0.0659 0.7709  0.20

Its highest occupied orbital energy is -9.16 eV. As for the energy above the lowest of the compared OMol25 structures with the same formula, charge and spin: 301.8 kJ/mol. Its HOMO-LUMO gap is 7.84 eV. The SMILES is [H]/N=C(\O)C(C)=S.CCN=C=O.


Density functional theory data (ωB97M-V with the def2-TZVPD basis set) for a molecular structure, C35H55BeN2O2P2.

Last column: Löwdin charge in e.
Atoms and positions in Å:
C1 -1.3691 -1.4013 -1.9091  -0.31
C2 0.6529 -2.3214 -1.0070  -0.31
C3 -1.4704 -2.4028 -2.8698  -0.04
C4 0.4113 -3.4845 -1.7857  -0.02
C5 -0.5806 -3.4761 -2.7432  -0.06
H1 -2.2111 -2.3270 -3.6637  0.12
H2 1.0967 -4.3253 -1.6608  0.12
H3 -0.6730 -4.3016 -3.4454  0.12
N1 -0.2903 -1.3154 -1.0876  0.01
P1 -2.4775 0.2549 0.0317  1.19
P2 2.6089 -0.6120 0.2880  1.12
C6 -2.4045 -0.2818 -1.7528  -0.26
H4 -2.0902 0.5829 -2.3589  0.07
H5 -3.3825 -0.5942 -2.1414  0.08
C7 1.0517 0.5590 0.9827  -0.29
O1 1.2455 1.3715 1.8625  -0.03
C8 1.8200 -2.1524 -0.1925  -0.20
H6 2.3450 -3.0905 0.0727  0.06
C9 3.6602 0.1647 -1.1163  -0.63
C10 3.6155 -0.9757 1.8423  -0.63
C11 -3.2481 2.0038 0.1674  -0.67
C12 -3.6428 -1.1754 0.6494  -0.63
C13 3.7256 1.6991 -0.9424  -0.07
H7 4.1963 1.9921 0.0143  0.08
H8 4.3486 2.1060 -1.7643  0.10
H9 2.7245 2.1622 -1.0187  0.06
C14 5.0577 -0.4726 -1.0947  -0.10
H10 5.6168 -0.2679 -0.1751  0.06
H11 4.9753 -1.5587 -1.2423  0.09
H12 5.6534 -0.0786 -1.9318  0.10
C15 3.0515 -0.1619 -2.4895  -0.09
H13 3.6785 0.3258 -3.2639  0.10
H14 3.0679 -1.2494 -2.6762  0.09
H15 2.0269 0.2213 -2.6001  0.04
C16 4.4078 0.2876 2.2705  -0.07
H16 3.7516 1.1629 2.4018  0.08
H17 4.9025 0.0813 3.2370  0.09
H18 5.1998 0.5430 1.5494  0.06
C17 2.6361 -1.3880 2.9659  -0.08
H19 1.7778 -0.6956 3.0653  0.05
H20 2.2233 -2.3959 2.7758  0.08
H21 3.1864 -1.4142 3.9323  0.10
C18 4.5827 -2.1540 1.6090  -0.09
H22 5.3192 -1.9395 0.8288  0.05
H23 5.1316 -2.3476 2.5425  0.10
H24 4.0315 -3.0602 1.3298  0.07
C19 -4.0530 -0.9155 2.1091  -0.09
H25 -4.5869 -1.8142 2.4712  0.10
H26 -3.1669 -0.7611 2.7460  0.06
H27 -4.7414 -0.0600 2.2038  0.07
C20 -2.8097 -2.4772 0.5979  -0.08
H28 -2.8445 -2.9432 -0.3998  0.08
H29 -1.7633 -2.2902 0.8858  0.06
H30 -3.2243 -3.1998 1.3222  0.09
C21 -4.9157 -1.3398 -0.2094  -0.09
H31 -5.5404 -2.1117 0.2712  0.10
H32 -5.5097 -0.4171 -0.2573  0.06
H33 -4.6964 -1.6766 -1.2322  0.07
C22 -2.4841 3.0019 -0.7179  -0.11
H34 -2.4956 2.7280 -1.7796  0.07
H35 -2.9572 3.9939 -0.6292  0.10
H36 -1.4427 3.1065 -0.3905  0.07
C23 -3.1211 2.5146 1.6219  -0.09
H37 -2.0604 2.6569 1.8903  0.08
H38 -3.6251 3.4939 1.7084  0.10
H39 -3.5733 1.8389 2.3649  0.07
C24 -4.7107 1.9022 -0.2807  -0.10
H40 -4.7910 1.3900 -1.2521  0.08
H41 -5.3283 1.3803 0.4638  0.07
H42 -5.1421 2.9086 -0.4127  0.09
Be1 -0.0481 0.0992 -0.3681  -0.03
N2 0.0886 1.3728 -1.3728  0.23
C25 0.3723 2.0303 -2.3105  -0.02
C26 0.5957 2.8107 -3.4557  -0.20
C27 0.4569 4.2152 -3.3941  0.00
C28 0.9424 2.1784 -4.6728  0.00
C29 0.6141 4.9717 -4.5569  -0.05
H43 0.2357 4.6700 -2.4257  0.13
C30 1.1320 2.9543 -5.8183  -0.05
H44 1.0608 1.0929 -4.6816  0.12
C31 0.9529 4.3483 -5.7724  -0.03
H45 0.4738 6.0580 -4.5097  0.12
H46 1.4222 2.4649 -6.7548  0.12
H47 1.0839 4.9488 -6.6802  0.12
C32 -1.0070 -0.7629 5.2127  -0.15
C33 -0.4873 -2.1880 4.9355  -0.15
C34 -0.6890 -2.3466 3.4229  -0.20
O2 -0.7139 -1.0221 2.8492  -0.22
C35 -0.7866 -0.0229 3.8906  -0.20
H48 -2.0899 -0.7947 5.4158  0.11
H49 -0.5370 -0.2467 6.0562  0.12
H50 -1.0422 -2.9591 5.4884  0.11
H51 0.5903 -2.3106 5.1893  0.11
H52 0.1059 -2.9463 2.9370  0.11
H53 -1.6538 -2.8553 3.2508  0.11
H54 -1.5872 0.6914 3.6200  0.11
H55 0.1578 0.5422 3.9242  0.10

Its charge is +1. Its highest occupied orbital energy is -9.17 eV. As for the energy above the lowest of the compared OMol25 structures with the same formula, charge and spin: 0.0 kJ/mol. Its HOMO-LUMO gap is 5.72 eV.


Density functional theory data (ωB97M-V with the def2-TZVPD basis set) for a molecular structure, C3H7N3OS.

Last column: natural (NBO) charge in e.
Atoms and positions in Å:
C1 -1.7956 1.6369 -0.0548  -0.43
C2 -0.5323 -0.5816 0.1233  0.19
C3 3.2358 -0.1097 -0.0242  -0.07
H1 -1.8840 2.1090 1.1060  0.20
H2 -2.8591 1.1735 -0.4341  0.24
H3 -1.4988 2.5632 -0.8261  0.21
H4 0.3414 1.0785 0.0794  0.42
H5 3.8713 -0.8970 -0.2361  0.17
H6 3.7211 0.9052 -0.2280  0.18
H7 -1.9504 -3.1722 0.7878  0.47
N1 -0.6559 0.7541 -0.2487  -0.63
N2 1.9341 -0.0442 0.1366  -0.63
N3 -1.6055 -1.3092 0.1897  -0.26
O1 -1.3616 -2.7438 -0.2960  -0.59
S1 1.0393 -1.3628 -0.0747  0.54

Its highest occupied orbital energy is -8.41 eV. As for the energy above the lowest of the compared OMol25 structures with the same formula, charge and spin: 692.0 kJ/mol. Its HOMO-LUMO gap is 8.72 eV.


Number 1: energy -5963.20381 Ha. Number 2: energy -348.17815 Ha. Number 3: energy -892.73955 Ha. Number 4: energy -2323.91987 Ha. Number 5: energy -755.97075 Ha.